Model 1:
Density functional theory data (ωB97M-V with the def2-TZVPD basis set) for a structure of composition H20O10.

Positions of all 30 atoms, in Å:
H: 2.051 18.181 -12.440
O: 2.923 22.223 -12.999
H: 5.584 20.560 -14.000
H: 3.197 18.808 -13.204
O: 1.038 18.956 -11.929
H: 5.207 21.227 -11.567
H: 2.483 21.407 -14.935
O: 2.927 17.996 -12.777
H: 6.032 19.135 -13.758
O: 5.027 22.104 -14.074
O: 2.379 20.456 -14.924
H: 0.010 18.961 -14.663
H: 4.245 22.523 -14.435
O: 4.366 20.980 -11.182
H: 3.739 21.064 -11.900
H: 2.676 22.469 -13.891
H: 0.201 19.383 -12.116
O: 5.787 19.743 -14.455
H: 2.741 20.246 -13.954
H: 6.689 21.364 -12.482
H: 5.513 22.017 -13.177
O: 3.243 20.023 -13.170
O: 0.300 19.677 -14.098
H: 1.698 19.593 -12.200
H: 2.151 21.777 -12.651
O: 5.873 21.834 -12.309
H: 1.245 19.731 -14.246
H: 5.626 22.033 -14.817
H: 4.069 20.497 -13.272
H: 2.643 20.176 -15.801

Its molar mass is 180.15 g mol⁻¹. As for the LUMO energy: -1.6983 eV.

Mulliken population analysis, charges in e, atoms 1 to 6: 0.437, -0.705, 0.265, 0.477, -0.657, 0.554

Model 2:
Density functional theory data (ωB97M-V with the def2-TZVPD basis set) for a cluster of 10 separate species, H20O10 in total.

Positions of all 30 atoms, in Å:
O: 1.193 2.206 -2.634
H: -2.633 1.292 -2.475
H: -0.743 3.247 -0.284
H: -0.303 -0.958 -2.523
H: -2.014 1.508 -1.091
H: 1.726 -2.485 -4.037
O: 0.950 -2.160 -3.568
O: 2.556 -2.129 0.940
O: -1.439 -0.221 2.858
H: -0.731 0.455 -2.930
H: 2.120 1.956 -2.705
O: -0.520 2.354 0.009
H: -0.664 -3.357 3.304
H: 0.864 2.177 2.883
H: -0.057 2.482 0.848
O: -2.860 1.506 -1.569
H: -0.524 1.513 2.760
O: -0.036 -2.654 3.099
H: -2.171 -0.357 3.467
O: -0.050 2.257 3.181
O: -0.457 -0.067 -2.167
H: 0.349 -2.901 2.250
H: 1.892 -1.409 0.931
H: -0.802 -0.930 3.085
O: 0.348 -0.488 0.434
H: 1.224 -1.291 -3.245
H: 0.861 1.709 -1.873
H: -0.427 -0.078 0.840
H: 2.063 -2.924 0.723
H: 0.283 -0.255 -0.508

Its molar mass is 180.15 g mol⁻¹. As for the LUMO energy: 0.1016 eV.

Mulliken population analysis, charges in e, atoms 1 to 6: -0.654, 0.287, 0.266, 0.271, 0.352, 0.312

It turns out model 2 is the most stable, with the second structure 1324.2 kJ/mol higher.

Model 1:
Density functional theory data (ωB97M-V with the def2-TZVPD basis set) for a cluster of 10 separate species, H20O10 in total.

Positions of all 30 atoms, in Å:
H: -1.910 -1.184 -1.057
H: -1.783 0.316 -1.262
O: 3.129 -2.633 1.784
O: 4.627 0.980 -0.101
O: -3.647 0.489 0.080
H: 1.460 0.217 0.355
O: 2.541 -1.470 -1.830
O: 1.162 -0.651 0.062
H: -3.029 -0.264 1.867
H: -1.964 -4.322 -1.422
H: 2.605 -1.824 1.782
O: -2.971 -0.190 2.826
H: 0.298 -0.482 -0.331
O: 1.217 4.060 0.689
H: 1.677 -1.109 -1.601
H: 1.134 4.406 -0.207
H: -2.069 -2.941 -0.795
H: -1.108 1.776 -2.030
H: -1.434 2.988 -1.172
H: 0.388 4.307 1.114
O: -1.801 -3.390 -1.605
H: -3.744 -0.670 3.144
H: 3.159 -0.954 -1.301
H: -3.506 -0.462 0.014
H: -4.335 0.578 0.749
O: -1.961 -0.346 -0.584
O: -1.549 2.633 -2.061
H: 3.471 -2.689 2.683
H: 4.357 1.775 0.373
H: 5.586 1.060 -0.164

Its molar mass is 180.15 g mol⁻¹. As for the LUMO energy: -0.1666 eV.

Mulliken population analysis, charges in e, atoms 1 to 6: 0.318, 0.144, -0.601, -0.591, -0.569, 0.338

Model 2:
Density functional theory data (ωB97M-V with the def2-TZVPD basis set) for a cluster of 10 separate species, H20O10 in total.

Positions of all 30 atoms, in Å:
H: -0.476 0.149 1.988
H: 0.224 0.198 0.089
O: 0.132 -0.610 0.494
O: -0.002 -4.650 0.190
O: 0.518 1.899 -0.677
O: 1.113 0.462 -3.279
H: 0.103 -1.209 -0.252
O: -2.086 0.967 -1.834
H: -1.019 -1.785 -2.028
H: -1.677 1.877 1.666
H: 0.772 2.826 0.824
H: 0.086 1.071 3.054
O: -0.673 0.559 2.816
H: -0.006 2.607 -1.095
O: -0.329 -2.204 -1.437
H: -2.892 2.740 1.310
H: -1.561 1.497 -2.425
O: -2.158 2.291 0.935
H: 2.280 -2.662 1.057
O: 1.436 -2.878 1.476
H: 0.546 -4.009 0.655
H: 1.693 3.906 1.227
H: 2.039 0.629 -3.248
H: 0.926 -0.305 -2.718
H: 1.339 2.292 -0.632
H: 1.112 -1.996 1.526
H: -2.004 1.465 -1.040
H: 0.084 -5.326 0.824
H: -0.745 -2.984 -1.058
O: 1.236 3.172 1.596

Its molar mass is 180.15 g mol⁻¹. As for the LUMO energy: -0.1227 eV.

Mulliken population analysis, charges in e, atoms 1 to 6: 0.426, 0.269, -0.839, -0.663, -0.577, -0.597

It turns out model 2 is the most stable, with the second structure 252.1 kJ/mol higher.

Model 1:
Density functional theory data (ωB97M-V with the def2-TZVPD basis set) for a cluster of 10 separate species, H20O10 in total.

Positions of all 30 atoms, in Å:
H: -3.798 0.262 1.248
H: -2.289 -2.971 1.838
O: 0.542 3.121 -0.371
H: 0.469 1.226 0.967
H: -1.094 0.172 -1.110
H: -1.725 -3.845 -1.157
H: 1.020 -0.196 -1.981
O: 1.764 -2.074 0.759
O: -2.875 0.476 1.349
O: 0.501 0.282 1.109
H: 2.387 -0.457 -1.633
O: -2.007 -2.073 2.086
O: 0.102 1.201 -2.095
H: 0.215 1.970 -1.507
H: -0.017 1.562 -2.967
H: -2.469 -0.300 1.689
H: -2.037 -0.330 -0.033
H: 1.534 -2.044 -0.185
H: 1.339 3.149 0.112
H: -0.254 -0.134 0.634
H: -1.105 -2.549 -0.651
O: -1.354 -0.656 -0.665
O: 2.801 2.751 0.886
H: -1.142 -2.182 2.454
O: -0.924 -3.449 -0.875
H: 3.582 3.294 0.539
O: 1.624 -0.924 -1.892
H: 0.605 4.003 -0.727
H: 1.515 -1.145 0.923
H: 3.082 1.863 1.257

Its molar mass is 180.15 g mol⁻¹. As for the LUMO energy: -0.1476 eV.

Mulliken population analysis, charges in e, atoms 1 to 6: 0.314, 0.297, -0.671, 0.264, 0.327, 0.286

Model 2:
Density functional theory data (ωB97M-V with the def2-TZVPD basis set) for a cluster of 10 separate species, H20O10 in total.

Positions of all 30 atoms, in Å:
H: 7.811 13.159 10.281
O: 4.761 12.626 10.348
O: 6.917 10.312 9.972
H: 5.622 7.775 14.773
H: 4.970 9.112 14.501
H: 7.364 11.774 10.617
H: 4.900 11.447 11.426
O: 4.987 8.214 14.197
O: 5.782 12.912 13.781
H: 4.883 11.619 8.504
H: 6.365 9.631 10.394
H: 5.876 11.486 7.314
H: 7.489 10.004 14.281
H: 6.227 13.524 13.224
O: 7.581 9.851 13.355
H: 1.947 10.717 13.213
H: 4.005 13.123 10.793
O: 5.111 10.809 12.172
O: 4.963 11.399 7.575
H: 7.076 10.150 9.074
O: 7.540 12.597 11.059
H: 5.523 12.214 13.216
H: 4.291 10.681 12.632
H: 5.144 8.114 10.839
O: 2.678 10.335 13.711
H: 5.605 12.969 10.596
H: 5.365 8.274 12.301
O: 5.818 7.971 11.506
H: 2.661 9.402 13.359
H: 6.728 9.821 12.998

Its molar mass is 180.15 g mol⁻¹. As for the LUMO energy: -0.1169 eV.

Mulliken population analysis, charges in e, atoms 1 to 6: 0.308, -0.658, -0.572, 0.287, 0.306, 0.380

Model 3:
Density functional theory data (ωB97M-V with the def2-TZVPD basis set) for a cluster of 10 separate species, H20O10 in total.

Positions of all 30 atoms, in Å:
H: 3.039 0.829 0.324
H: -1.313 2.948 -1.208
H: -0.645 -3.327 0.966
O: 2.589 1.526 -0.101
H: -2.772 3.074 -0.840
O: -1.899 0.752 0.733
H: 2.215 -2.764 0.076
H: 1.121 2.366 -2.794
H: -3.032 -0.831 1.128
H: -1.277 0.563 1.392
H: 3.859 -0.637 -1.639
O: 3.098 -0.686 -2.232
H: 0.522 0.576 2.338
H: -0.685 0.232 -0.306
O: -0.083 -0.061 2.666
H: 0.178 1.585 -1.986
H: 2.591 -1.453 -1.903
O: 0.095 0.213 -0.880
H: -0.497 0.273 3.473
H: -3.045 -1.707 2.361
H: -1.673 -2.228 0.732
O: -0.786 -2.428 0.625
H: 1.819 0.948 -0.386
H: 0.838 -2.460 -0.277
H: 0.520 -0.647 -0.710
O: -1.872 3.204 -0.475
O: 0.240 2.474 -2.368
O: 1.743 -2.226 -0.530
H: -1.719 1.645 0.401
O: -3.174 -1.743 1.432

Its molar mass is 180.15 g mol⁻¹. As for the LUMO energy: -0.0069 eV.

Mulliken population analysis, charges in e, atoms 1 to 6: 0.320, 0.402, 0.253, -0.586, 0.336, -0.794

It turns out model 3 is the most stable, with the second structure 6.0 kJ/mol higher.

Model 1:
Density functional theory data (ωB97M-V with the def2-TZVPD basis set) for a structure of composition H20O10.

Positions of all 30 atoms, in Å:
H: -1.726 1.672 0.269
H: -1.588 1.031 -1.147
H: -0.722 0.022 0.518
O: 2.234 -3.080 -1.576
O: -0.710 1.684 1.983
O: -0.065 0.508 -0.014
O: 1.659 4.444 -0.370
O: 3.219 -1.604 1.094
O: -5.102 -0.470 -0.288
H: 2.266 4.617 0.344
H: -0.969 2.448 2.518
H: 1.128 -4.096 0.257
H: 0.576 -0.174 -0.091
O: 3.806 3.116 -2.176
H: -5.985 -0.454 -0.691
O: -3.989 -1.859 1.621
H: 0.400 -4.441 -1.004
H: 3.099 -3.544 -1.699
O: -1.177 1.656 -0.507
H: 3.250 3.850 -1.707
H: 2.771 -1.995 1.930
O: 0.170 -4.217 -0.112
H: -4.548 -0.323 -1.026
H: 3.377 2.363 -1.786
H: -4.341 -2.290 2.388
H: -0.464 2.096 1.204
H: -4.630 -2.007 0.851
H: 2.487 -2.249 -1.263
H: 4.078 -1.915 1.262
H: 1.498 5.211 -0.782

Its molar mass is 180.15 g mol⁻¹. As for the LUMO energy: 0.2882 eV.

Mulliken population analysis, charges in e, atoms 1 to 6: 0.360, 0.342, 0.353, -0.602, -0.618, -0.562

Model 2:
Density functional theory data (ωB97M-V with the def2-TZVPD basis set) for a cluster of 10 separate species, H20O10 in total.

Positions of all 30 atoms, in Å:
H: 3.866 -0.647 -0.872
H: -0.866 1.468 1.707
H: -1.349 -2.624 -0.342
O: 0.593 -1.304 -2.169
H: 2.538 -1.321 -1.232
H: -1.892 1.302 2.821
O: -1.021 3.449 -1.789
H: 2.580 -0.012 2.854
H: 0.029 -1.369 2.270
H: -0.779 2.689 -1.245
H: 0.286 -2.195 -1.964
H: -4.161 -0.212 1.486
H: 1.396 1.412 -4.256
O: 1.735 1.472 -3.355
O: -3.472 0.459 1.409
H: 0.813 -1.336 -3.110
O: 3.006 -0.885 -0.507
H: -0.213 3.671 -2.264
O: -2.016 -2.056 0.054
H: 1.559 0.470 1.828
O: 1.847 0.602 2.740
O: 0.203 -2.317 2.165
H: -0.779 -0.170 -0.026
O: -1.296 1.946 2.432
H: 0.539 -2.588 3.026
H: 0.669 0.242 -0.335
O: -0.115 0.512 0.166
H: -3.516 0.750 0.490
H: 1.584 0.601 -2.969
H: -1.765 -2.008 0.988

Its molar mass is 180.15 g mol⁻¹. As for the LUMO energy: -0.5182 eV.

Mulliken population analysis, charges in e, atoms 1 to 6: 0.308, 0.339, 0.269, -0.576, 0.321, 0.285

It turns out model 2 is the most stable, with the second structure 587.1 kJ/mol higher.